Entry w
{
  "formula": "C3H5NOS2",
  "method": "ωB97M-V with the def2-TZVPD basis set",
  "elements": ["S", "S", "O", "N", "C", "C", "C", "H", "H", "H", "H", "H"],
  "positions_angstrom": [[-0.25216, -1.49787, -0.47512], [-0.07501, 1.30689, -1.11543], [-2.86118, -0.62662, 0.70832], [-1.74201, -0.19421, 0.65334], [1.24946, -0.56824, 0.23301], [0.93682, 0.89076, 0.30838], [-1.24365, -0.00106, -0.72004], [0.52797, 1.19109, 1.30928], [-1.93217, -0.09904, -1.45511], [1.57890, -1.03658, 1.10851], [1.93892, 1.43473, -0.04259], [1.87410, -0.79984, -0.51255]],
  "nbo_charge": [0.247, 0.274, -0.329, 0.082, -0.471, -0.574, -0.400, 0.252, 0.231, 0.230, 0.246, 0.211],
  "spin_multiplicity": 1,
  "homo_lumo_gap_ev": 8.96,
  "total_charge": 0,
  "lumo_ev": 0.22
}

Entry x
{
  "formula": "C3H5NOS2",
  "method": "ωB97M-V with the def2-TZVPD basis set",
  "elements": ["S", "S", "O", "N", "C", "C", "C", "H", "H", "H", "H", "H"],
  "positions_angstrom": [[3.13568, 2.76619, 0.15958], [-1.58243, -1.03765, 0.39722], [1.18712, 1.50237, 1.42933], [-0.24990, 0.01345, 0.37906], [-1.34615, -1.79015, -1.22225], [1.82014, 1.79164, 0.28343], [0.08490, 0.67794, 1.39383], [-2.10215, -2.54900, -1.22961], [-0.40387, 0.67631, 2.37931], [1.34880, 1.22311, -0.58178], [-0.33189, -2.15472, -1.35138], [-1.56025, -1.11947, -2.03676]],
  "nbo_charge": [-0.018, 0.411, -0.484, -0.637, -0.739, 0.029, 0.378, 0.228, 0.172, 0.208, 0.230, 0.220],
  "spin_multiplicity": 1,
  "homo_lumo_gap_ev": 8.67,
  "smiles": "CS/N=C/OC=S",
  "total_charge": 0,
  "lumo_ev": -0.18
}

Result of the stability comparison: entry x is the most stable of them.

Entry w
{
  "formula": "C4H6ClF",
  "method": "ωB97M-V with the def2-TZVPD basis set",
  "elements": ["Cl", "F", "C", "C", "C", "C", "H", "H", "H", "H", "H", "H"],
  "positions_angstrom": [[-1.31616, -0.98505, 0.04029], [1.37862, -0.28172, -1.20990], [-1.20763, 1.67246, 0.03699], [1.06868, 0.46085, -0.12044], [1.63369, -0.23063, 1.10223], [-0.46054, 0.55552, -0.02248], [1.20825, -1.21570, 1.15846], [-2.26934, 1.61094, 0.16666], [2.72112, -0.30318, 0.96441], [1.43604, 0.27410, 2.02850], [1.48261, 1.46672, -0.23760], [-0.81669, 2.69913, 0.14590]],
  "nbo_charge": [-0.019, -0.346, -0.401, 0.168, -0.641, -0.034, 0.227, 0.214, 0.221, 0.221, 0.176, 0.213],
  "spin_multiplicity": 1,
  "homo_lumo_gap_ev": 10.70,
  "smiles": "C=C(Cl)[C@@H](C)F",
  "total_charge": 0,
  "lumo_ev": 0.91
}

Entry x
{
  "formula": "C4H6ClF",
  "method": "ωB97M-V with the def2-TZVPD basis set",
  "elements": ["Cl", "F", "C", "C", "C", "C", "H", "H", "H", "H", "H", "H"],
  "positions_angstrom": [[1.72596, -0.16142, -0.05961], [-1.02378, -1.61986, -0.40181], [-0.83283, -0.77861, 0.73687], [0.04696, 0.26328, 0.17780], [-0.64424, 1.63828, 0.49152], [-0.91109, 0.96681, -0.93587], [-0.60971, 1.81040, -1.69074], [-0.03167, 2.51481, 0.28266], [-1.66655, -0.16821, 0.92071], [-1.93048, 0.14432, -0.99153], [-1.23305, 1.69843, 1.50314], [-0.60863, -1.21539, 1.78349]],
  "nbo_charge": [0.008, -0.368, 0.003, -0.115, -0.442, -0.427, 0.261, 0.223, 0.178, 0.252, 0.222, 0.205],
  "spin_multiplicity": 1,
  "homo_lumo_gap_ev": 10.71,
  "smiles": "FCC1(Cl)CC1",
  "total_charge": 0,
  "lumo_ev": 0.89
}

Entry y
{
  "formula": "C4H6ClF",
  "method": "ωB97M-V with the def2-TZVPD basis set",
  "elements": ["Cl", "F", "C", "C", "C", "C", "H", "H", "H", "H", "H", "H"],
  "positions_angstrom": [[-2.67392, -0.94192, -0.04168], [-0.14587, -2.29458, 0.13515], [-0.84402, 1.14917, 0.12579], [1.44353, -0.56431, -0.04434], [-0.01473, -0.97058, -0.01585], [-0.97518, -0.18051, 0.17352], [1.72140, 0.64064, -0.62403], [2.05622, -1.15877, -0.79753], [-1.51703, 1.57877, -0.71575], [0.24352, 1.65621, -0.22369], [-1.01951, 1.87459, 1.02704], [1.72558, -0.78871, 1.00138]],
  "nbo_charge": [-0.076, -0.315, -0.673, -0.665, 0.373, -0.067, 0.221, 0.240, 0.237, 0.245, 0.239, 0.241],
  "spin_multiplicity": 1,
  "homo_lumo_gap_ev": 9.93,
  "total_charge": 0,
  "lumo_ev": 0.52
}

Result of the stability comparison: entry w is the most stable of them.

Entry w
{
  "formula": "C7H14O2",
  "method": "ωB97M-V with the def2-TZVPD basis set",
  "elements": ["O", "O", "C", "C", "C", "C", "C", "C", "C", "H", "H", "H", "H", "H", "H", "H", "H", "H", "H", "H", "H", "H", "H"],
  "positions_angstrom": [[-1.89026, -0.45011, 0.10433], [-2.07514, 1.38444, -2.08548], [-1.03734, 1.43645, -1.13895], [0.85299, -1.55066, 0.68476], [1.74491, 0.42612, -0.56728], [0.55025, -0.05635, 0.25923], [-0.72885, -0.02672, -0.56584], [0.44853, 0.75660, 1.55444], [0.12212, -2.63507, 0.50971], [0.26992, 1.80921, 1.34395], [-0.63006, -0.70529, -1.41881], [1.38700, 0.68527, 2.09989], [-0.83892, -2.62449, 0.02419], [1.70237, 1.50144, -0.72214], [2.67265, 0.19895, -0.04608], [1.76259, -0.06478, -1.53775], [1.80795, -1.63571, 1.19324], [-0.34347, 0.38116, 2.20088], [-2.67997, 0.68522, -1.79431], [-1.36624, 2.10028, -0.32298], [-0.20378, 1.93612, -1.63253], [-1.95666, 0.03277, 0.93686], [0.42940, -3.58485, 0.92068]],
  "nbo_charge": [-0.723, -0.719, -0.080, -0.164, -0.600, -0.114, 0.075, -0.614, -0.399, 0.212, 0.193, 0.221, 0.207, 0.208, 0.214, 0.218, 0.189, 0.205, 0.473, 0.149, 0.180, 0.469, 0.201],
  "spin_multiplicity": 1,
  "homo_lumo_gap_ev": 10.41,
  "smiles": "C=CC(C)(C)[C@@H](O)CO",
  "total_charge": 0,
  "lumo_ev": 0.75
}

Entry x
{
  "formula": "C7H14O2",
  "method": "ωB97M-V with the def2-TZVPD basis set",
  "elements": ["O", "O", "C", "C", "C", "C", "C", "C", "C", "H", "H", "H", "H", "H", "H", "H", "H", "H", "H", "H", "H", "H", "H"],
  "positions_angstrom": [[-1.79279, -1.12140, 0.64859], [0.66019, 2.22966, -2.25985], [-0.25529, -2.62697, -0.33745], [-0.00663, -0.18120, -0.61174], [1.18673, 0.48571, -0.61606], [0.39552, -1.26138, 1.67274], [-0.48274, 2.43355, 0.08285], [-0.39849, -1.27308, 0.36528], [0.91559, 1.89337, -0.95753], [1.44871, -1.46696, 1.49595], [-1.45651, 2.00809, -0.15346], [-0.53729, -3.42286, 0.34972], [-1.91386, -0.29484, 1.12902], [-0.91718, -2.67121, -1.19998], [-0.00563, 1.62052, -2.62217], [-0.19700, 2.36600, 1.12958], [0.30826, -0.29532, 2.16797], [-0.53273, 3.48594, -0.19036], [1.66962, 2.58023, -0.57535], [1.86175, 0.36905, 0.22334], [0.77163, -2.77510, -0.66495], [0.00981, -2.03970, 2.32841], [-0.73167, -0.04210, -1.40455]],
  "nbo_charge": [-0.715, -0.696, -0.606, -0.095, -0.290, -0.630, -0.669, 0.180, 0.128, 0.215, 0.195, 0.214, 0.467, 0.217, 0.465, 0.195, 0.208, 0.203, 0.179, 0.206, 0.215, 0.225, 0.191],
  "spin_multiplicity": 1,
  "homo_lumo_gap_ev": 9.44,
  "smiles": "C[C@H](O)/C=C/C(C)(C)O",
  "total_charge": 0,
  "lumo_ev": 0.71
}

Result of the stability comparison: entry w is the most stable of them.

Entry w
{
  "formula": "CH3O3P",
  "method": "ωB97M-V with the def2-TZVPD basis set",
  "elements": ["P", "O", "O", "O", "C", "H", "H", "H"],
  "positions_angstrom": [[-0.58042, -0.55017, 1.40973], [-1.53075, 0.69570, 1.00249], [1.16069, 0.55512, -0.03189], [-0.85243, -1.64626, 0.50507], [1.05530, -0.09281, -1.01697], [0.20124, -0.77624, -1.04036], [-1.05631, 1.55505, 1.01113], [1.60267, 0.25961, -1.83919]],
  "nbo_charge": [1.542, -1.031, -0.534, -1.067, 0.283, 0.170, 0.509, 0.128],
  "spin_multiplicity": 1,
  "homo_lumo_gap_ev": 10.28,
  "smiles": "O=PO.C=O",
  "total_charge": 0,
  "lumo_ev": 0.33
}

Entry x
{
  "formula": "CH3O3P",
  "method": "ωB97M-V with the def2-TZVPD basis set",
  "elements": ["P", "O", "O", "O", "C", "H", "H", "H"],
  "positions_angstrom": [[-4.12629, 0.16616, 0.41374], [-2.90415, -0.00872, -0.48796], [-4.94956, -0.91822, -0.14948], [-1.08410, 0.63562, -0.00294], [-0.28834, -0.43768, -0.29494], [-1.06419, -1.23534, -0.36649], [0.25447, -0.26391, -1.27274], [0.33689, -0.79104, 0.56013]],
  "nbo_charge": [1.520, -0.728, -0.972, -0.194, -0.318, 0.281, 0.196, 0.215],
  "spin_multiplicity": 1,
  "homo_lumo_gap_ev": [7.11, 7.11],
  "total_charge": 0,
  "lumo_ev": [-3.41, -3.41]
}

Entry y
{
  "formula": "CH3O3P",
  "method": "ωB97M-V with the def2-TZVPD basis set",
  "elements": ["P", "O", "O", "O", "C", "H", "H", "H"],
  "positions_angstrom": [[-0.60476, -1.85082, 0.24539], [0.46516, 2.47817, 0.81096], [-0.06923, -3.18059, 0.60117], [0.35073, -0.74040, -0.00955], [0.46729, 1.74333, -0.10537], [-0.33517, 1.67350, -0.99666], [-1.62339, -1.16805, -0.23598], [1.34937, 1.04486, -0.30996]],
  "nbo_charge": [1.973, -0.519, -0.924, -1.007, 0.306, 0.076, -0.030, 0.126],
  "spin_multiplicity": 1,
  "homo_lumo_gap_ev": 8.26,
  "smiles": "O=[PH]=O.C=O",
  "total_charge": 0,
  "lumo_ev": -1.30
}

Result of the stability comparison: entry w is the most stable of them.

Entry w
{
  "formula": "C2H5IOS",
  "method": "ωB97M-V with the def2-TZVPD basis set",
  "elements": ["I", "S", "O", "C", "C", "H", "H", "H", "H", "H"],
  "positions_angstrom": [[-2.54991, 2.66183, -2.60323], [-2.84088, 1.40952, -0.52924], [-1.95754, 0.00509, -0.72497], [0.25491, 0.04513, 0.52390], [-0.54813, -0.03452, -0.78287], [1.39442, 0.31802, 0.38852], [-0.38475, -0.92497, -1.41171], [0.22263, -0.80600, 1.24051], [-0.10789, 0.74050, -1.50464], [-0.02162, 0.98176, 0.98702]],
  "nbo_charge": [-0.013, 0.367, -0.662, -0.659, -0.084, 0.225, 0.199, 0.222, 0.183, 0.223],
  "spin_multiplicity": 1,
  "homo_lumo_gap_ev": 8.10,
  "smiles": "CCOSI",
  "total_charge": 0,
  "lumo_ev": -0.71
}

Entry x
{
  "formula": "C2H5IOS",
  "method": "ωB97M-V with the def2-TZVPD basis set",
  "elements": ["I", "S", "O", "C", "C", "H", "H", "H", "H", "H"],
  "positions_angstrom": [[3.14279, -4.36926, 0.11508], [-2.38189, -0.10317, -0.38781], [-0.04655, -1.05327, -1.02154], [-0.67585, -0.18901, -0.48554], [-0.09177, 1.04255, 0.08346], [-0.87640, 1.67194, 0.36914], [0.47881, 1.34593, -0.68677], [0.51518, 0.78820, 0.97353], [-2.48061, -1.31503, -0.88121], [4.00888, -4.21984, 1.38198]],
  "nbo_charge": [-0.086, 0.013, -0.550, 0.407, -0.706, 0.215, 0.239, 0.244, 0.139, 0.086],
  "spin_multiplicity": 1,
  "homo_lumo_gap_ev": 10.67,
  "smiles": "CC(=O)S.I",
  "total_charge": 0,
  "lumo_ev": 0.75
}

Result of the stability comparison: entry x is the most stable of them.

Entry w
{
  "formula": "C6H11IO",
  "method": "ωB97M-V with the def2-TZVPD basis set",
  "elements": ["I", "O", "C", "C", "C", "C", "C", "C", "H", "H", "H", "H", "H", "H", "H", "H", "H", "H", "H"],
  "positions_angstrom": [[-1.16785, 2.56389, 1.60828], [2.03133, 1.83955, -0.91114], [-0.57293, 0.07902, -0.67667], [0.53429, -0.79973, -1.13866], [1.16289, 0.49756, 1.44159], [0.97064, 2.13128, -0.45151], [0.33618, 1.43810, 0.69970], [-1.60978, -0.59415, 0.19293], [-2.33489, -1.05358, -0.50200], [1.48038, -0.22745, -1.34563], [0.28730, 2.88121, -0.87248], [0.22687, -1.50832, -1.85971], [-1.07463, -1.39986, 0.78443], [1.88736, 0.81136, 2.24568], [1.90531, 0.03848, 0.72414], [-0.97821, 0.86894, -1.38437], [0.52627, -0.33246, 1.88956], [-2.10895, 0.23231, 0.89879], [0.72963, -1.41949, -0.28442]],
  "nbo_charge": [0.175, -0.562, -0.028, -0.698, -0.715, 0.363, -0.254, -0.683, 0.233, 0.257, 0.114, 0.235, 0.209, 0.237, 0.252, 0.209, 0.216, 0.232, 0.207],
  "spin_multiplicity": 1,
  "homo_lumo_gap_ev": 9.29,
  "total_charge": 0,
  "lumo_ev": 0.48
}

Entry x
{
  "formula": "C6H11IO",
  "method": "ωB97M-V with the def2-TZVPD basis set",
  "elements": ["I", "O", "C", "C", "C", "C", "C", "C", "H", "H", "H", "H", "H", "H", "H", "H", "H", "H", "H"],
  "positions_angstrom": [[-0.07130, 3.45705, 1.47801], [-1.21495, 1.56892, -0.66099], [-0.58412, -0.02894, 1.13353], [-0.48505, 0.45324, -0.26601], [1.85583, -0.01264, -1.15373], [0.34126, -0.26505, -1.27544], [-0.29126, 2.62474, -0.45347], [-2.03829, -0.38509, 1.47791], [-2.06489, -0.90453, 2.43259], [-2.65366, 0.51023, 1.54365], [2.41190, -0.76821, -1.70493], [0.01203, 0.00152, -2.28173], [-0.24175, 0.72268, 1.85609], [2.12495, 0.95881, -1.56259], [2.16424, -0.04681, -0.11055], [0.05242, -0.90932, 1.23743], [0.67211, 2.47235, -0.92355], [0.16102, -1.33371, -1.11980], [-2.46043, -1.02956, 0.70837]],
  "nbo_charge": [0.083, -0.563, -0.513, 0.444, -0.592, -0.500, -0.069, -0.594, 0.210, 0.218, 0.212, 0.225, 0.231, 0.203, 0.209, 0.214, 0.158, 0.220, 0.203],
  "spin_multiplicity": 1,
  "homo_lumo_gap_ev": [8.61, 7.28],
  "total_charge": 0,
  "lumo_ev": [0.46, -0.20]
}

Result of the stability comparison: entry w is the most stable of them.